A molecular structure, C34H49LiN4O3Si4 at a distorted geometry. Source: the OMol25 dataset; level of theory: ωB97M-V/def2-TZVPD.

Values from the calculation:
HOMO (alpha / beta) = 1.64 / 1.54 eV
calculated total energy = -2935.3150 Ha
net charge = -2
energy relative to the best compared isomer or geometry (same formula, charge and spin) = 2.7263 eV
LUMO (alpha / beta) = 3.58 / 3.52 eV
Kohn-Sham gap (alpha / beta) = 1.9 / 2.0 eV

Each line ends with the Mulliken charge.
CARTESIAN COORDINATES (ANGSTROEM)
Li 0.19 -1.17 -0.37  0.663
O -0.76 -0.50 -1.85  -0.611
C -1.05 -1.45 -2.76  -0.639
C -0.83 -1.23 -4.11  0.298
C -1.11 -2.19 -5.09  -1.176
C -1.65 -3.41 -4.70  -0.545
C -1.88 -3.67 -3.36  -1.054
C -1.59 -2.72 -2.34  1.412
C -1.84 -3.03 -0.97  -2.169
N -1.45 -2.18 -0.02  1.827
N -1.64 -2.43 1.25  -1.327
C -1.22 -1.45 2.05  -0.352
O -0.71 -0.26 1.50  -0.522
C -1.20 -1.58 3.46  0.088
C -0.64 -0.57 4.30  0.000
C -0.59 -0.72 5.67  -0.631
C -1.09 -1.87 6.29  -0.535
C -1.64 -2.87 5.48  -0.478
C -1.70 -2.74 4.11  -0.598
H -0.44 -0.26 -4.41  0.368
H -0.92 -1.97 -6.14  0.348
H -1.87 -4.17 -5.44  0.327
H -2.30 -4.63 -3.06  0.337
H -2.34 -3.97 -0.72  0.027
H -0.25 0.33 3.83  0.096
H -0.15 0.07 6.27  0.344
H -1.03 -1.99 7.37  0.337
H -2.03 -3.78 5.94  0.345
H -2.13 -3.52 3.49  0.334
C -4.07 0.25 3.31  -1.213
Si -3.79 0.71 1.48  0.834
C -4.89 2.26 1.24  -1.326
C -4.68 -0.68 0.53  -1.207
Si -1.57 0.97 0.72  0.773
Si -0.46 2.80 1.74  1.153
C -1.46 4.43 1.70  -1.254
C 0.18 2.80 3.55  -1.415
C 1.13 3.16 0.75  -1.072
Si -1.54 1.22 -1.70  2.427
C -2.30 3.05 -1.48  -1.913
C -0.01 1.94 -2.64  -1.708
C -3.13 0.62 -2.61  -1.740
H -5.13 0.27 3.57  0.462
H -3.54 0.92 3.99  0.275
H -3.69 -0.76 3.51  0.273
H -5.91 2.07 1.58  0.402
H -4.94 2.54 0.19  0.327
H -4.51 3.12 1.80  0.285
H -5.69 -0.86 0.90  0.463
H -4.10 -1.60 0.62  0.265
H -4.74 -0.44 -0.54  0.252
H -2.39 4.34 2.28  0.245
H -1.75 4.68 0.68  0.367
H -0.89 5.26 2.11  0.392
H -0.58 2.44 4.25  0.331
H 0.46 3.81 3.85  0.431
H 1.06 2.16 3.67  0.330
H 0.89 3.46 -0.27  0.247
H 1.75 2.26 0.68  0.137
H 1.74 3.95 1.20  0.421
H -1.55 3.77 -1.12  0.206
H -3.14 3.10 -0.78  0.338
H -2.66 3.43 -2.45  0.499
H 0.24 2.94 -2.28  0.559
H -0.20 2.04 -3.72  0.361
H 0.87 1.31 -2.52  0.146
H -3.99 1.19 -2.25  0.473
H -3.32 -0.44 -2.42  0.405
H -3.07 0.75 -3.69  0.389
C 5.68 -1.65 -2.98  -1.184
N 4.58 -0.76 -2.59  -0.161
N 4.08 -0.98 -1.29  0.561
C 2.69 -1.20 -1.36  0.267
O 1.98 -1.45 -0.40  -0.790
C 2.34 -1.07 -2.73  0.078
C 3.46 -0.82 -3.44  0.219
C 3.60 -0.64 -4.90  -1.541
C 4.83 -0.60 -0.17  0.723
C 4.21 -0.43 1.08  -0.580
C 4.96 -0.11 2.20  -0.880
C 6.34 0.06 2.11  -0.399
C 6.94 -0.06 0.87  -0.786
C 6.20 -0.37 -0.26  -0.289
H 6.59 -1.08 -3.18  0.329
H 5.42 -2.22 -3.87  0.394
H 5.89 -2.37 -2.18  0.358
H 1.33 -1.18 -3.11  0.199
H 2.63 -0.38 -5.31  0.374
H 3.93 -1.56 -5.40  0.340
H 4.32 0.14 -5.14  0.369
H 3.15 -0.57 1.17  0.765
H 4.46 0.01 3.15  0.450
H 6.92 0.29 2.99  0.383
H 8.01 0.10 0.78  0.350
H 6.71 -0.41 -1.21  0.322